This record from OMol25 describes a molecular structure, C20H16AuNO5P. The level of theory is wB97M-V/def2-TZVPD.

```
44
Properties=species:S:1:pos:R:3:forces:R:3
Au 0.170696 -0.500146 0.293905 1.7 -0.3 0.2
N 1.734208 0.620464 0.896486 -0.6 0.7 1.1
C 2.012440 1.925339 0.471935 -0.1 0.0 0.1
C 3.289468 2.419298 0.808234 -0.1 0.1 0.1
C 3.681443 3.698655 0.484574 0.0 0.0 0.1
C 2.814806 4.542231 -0.205840 0.0 0.1 0.0
C 1.573680 4.063124 -0.567836 0.0 0.0 0.0
C 1.148218 2.768050 -0.250198 0.2 -0.1 -0.2
P -0.478020 2.173835 -0.843276 -0.1 0.0 0.0
C -1.619017 3.333856 0.003338 0.0 0.0 0.0
C -1.891127 4.642266 -0.393647 0.0 0.0 0.0
C -2.748387 5.439910 0.348998 0.0 0.0 0.0
C -3.339001 4.941814 1.503583 0.0 0.0 0.0
C -3.072872 3.642745 1.909024 0.0 0.0 0.0
C -2.222637 2.839725 1.160199 0.0 0.0 0.0
C -0.474996 2.748410 -2.579386 0.0 0.0 0.0
C 0.685875 2.668938 -3.348849 0.0 0.0 0.0
C 0.657001 2.955454 -4.705596 0.0 0.0 0.0
C -0.532612 3.318366 -5.320764 0.0 0.0 0.0
C -1.698682 3.375575 -4.570495 0.0 0.0 0.0
C -1.671166 3.084656 -3.214807 0.0 0.0 0.0
H 2.364899 -0.544600 -0.271652 -0.6 -0.5 -1.1
H 1.844582 0.567382 1.902716 0.0 -0.1 0.0
H 3.964941 1.758261 1.337902 0.0 0.0 0.0
H 4.670219 4.042739 0.764218 0.0 0.0 0.0
H 3.111426 5.550107 -0.466428 0.0 0.0 0.0
H 0.905230 4.705659 -1.129218 0.0 0.0 0.0
H -1.442062 5.038704 -1.296324 0.0 0.0 0.0
H -2.955940 6.453084 0.026358 0.0 0.0 0.0
H -4.009739 5.565473 2.081761 0.0 0.0 0.0
H -3.533889 3.242702 2.803101 0.0 0.0 0.0
H -2.024131 1.820823 1.477337 0.0 0.0 0.0
H 1.616027 2.363274 -2.885962 0.0 0.0 0.0
H 1.569093 2.884920 -5.285194 0.0 0.0 0.0
H -0.553778 3.541751 -6.380090 0.0 0.0 0.0
H -2.637025 3.639708 -5.042553 0.0 0.0 0.0
H -2.592431 3.115933 -2.645389 0.0 0.0 0.0
O -3.005058 -2.903684 0.375213 0.0 0.0 0.0
C -2.111652 -2.111449 0.545663 0.0 0.1 0.1
O -1.203890 -1.819810 -0.349501 0.0 -0.1 0.0
C -1.994927 -1.315561 1.895093 0.0 0.1 -0.1
O -2.740856 -1.531893 2.817697 0.0 0.0 0.0
O -1.053522 -0.391861 1.915346 -0.4 0.1 -0.2
O 1.700041 -0.905835 -0.921250 -0.1 -0.2 0.0
```
Forces are in eV/Å.

## Properties
Total charge: -1

This record from OMol25 describes 2 unconnected molecules or ions with the total composition C20H16BCl4NO2. The level of theory is wB97M-V/def2-TZVPD.

```
44
Properties=species:S:1:pos:R:3:forces:R:3
Cl 3.781298 -1.992365 2.786128 -0.3 0.5 0.1
B 2.853049 -0.392495 2.860229 1.0 0.2 0.0
Cl 2.657980 0.272002 4.594234 -0.1 -0.3 -0.6
Cl 3.665961 0.901048 1.776261 -0.2 -0.1 0.1
O 1.482803 -0.688013 2.312758 -1.9 0.7 -0.2
C 0.553186 0.128574 1.990381 1.4 -0.6 0.5
C -0.814803 -0.218915 2.253732 -1.0 -0.6 0.3
C -1.765490 0.815416 2.431551 0.5 -0.5 -0.2
C -3.045012 0.513810 2.883722 -0.1 -0.1 0.0
C -3.410569 -0.819987 3.120596 0.5 0.2 -0.1
C -2.472572 -1.853201 2.951426 -0.1 0.1 -0.1
C -1.180424 -1.566058 2.534375 0.1 0.6 0.0
H 0.811251 1.141325 1.651329 0.1 -0.3 0.4
H -1.449214 1.841322 2.240413 -0.2 -0.2 0.1
H -3.764402 1.319288 3.053723 0.3 -0.3 -0.1
H -4.422799 -1.053641 3.454638 0.3 0.1 -0.1
H -2.760079 -2.888830 3.154244 0.1 0.4 -0.1
H -0.424624 -2.347816 2.446311 -0.3 0.2 0.0
Cl 5.512111 -0.720462 -2.220295 0.2 -0.1 -0.1
C 4.307052 0.430544 -1.832156 -0.4 0.9 -0.1
C 4.586057 1.797698 -1.858754 -0.1 -0.4 0.1
C 3.574102 2.675960 -1.472624 0.1 -0.1 0.1
C 2.339712 2.200642 -1.109368 -0.2 -0.7 -0.1
N 2.038499 0.859087 -1.198443 1.6 -0.1 0.2
C 0.757999 0.428456 -0.908561 -1.0 0.0 0.1
C 0.204726 -0.690939 -1.595351 0.2 -0.8 0.0
C -1.284227 -0.684662 -1.884212 -0.3 0.0 0.0
C -1.847633 -1.802459 -2.521441 -0.1 0.1 0.0
C -3.173902 -1.781016 -2.961133 0.1 0.3 0.2
C -3.965719 -0.641875 -2.753143 0.3 -0.1 0.1
C -3.417246 0.468009 -2.101427 0.1 -0.2 0.0
C -2.091420 0.442551 -1.667640 0.0 -0.3 -0.2
O 0.883708 -1.651894 -2.018022 -0.5 0.8 0.1
C 3.039934 -0.031786 -1.534772 -0.4 0.7 0.1
H 5.567090 2.140066 -2.167906 -0.1 0.0 0.1
H 3.726097 3.752076 -1.458172 0.1 -0.2 0.0
H 1.522034 2.836173 -0.778486 0.2 -0.1 -0.2
H 0.135077 1.191211 -0.447600 0.2 -0.1 -0.6
H -1.226552 -2.681534 -2.699767 -0.1 0.3 0.1
H -3.583032 -2.649585 -3.479072 0.1 0.2 0.2
H -5.004262 -0.619049 -3.089475 0.3 0.0 0.1
H -4.003842 1.373605 -1.942372 0.1 -0.3 -0.1
H -1.666812 1.322285 -1.188044 -0.2 -0.1 -0.2
H 2.774923 -1.074583 -1.607799 -0.2 0.1 0.2
```
Forces are in eV/Å.

This record from OMol25 describes 3 unconnected molecules or ions with the total composition C20H16BrF3NO6S4. The level of theory is wB97M-V/def2-TZVPD.

```
51
Properties=species:S:1:pos:R:3:forces:R:3
F 2.495051 -4.002403 2.631523 -1.1 0.6 0.4
C 1.432628 -3.125363 2.404191 -0.4 -0.4 0.5
F 0.268182 -3.909080 2.465580 1.1 0.4 0.6
F 1.375568 -2.276784 3.506688 0.1 -1.1 -0.4
S 1.567582 -2.299368 0.924693 -0.6 -0.3 -1.0
N 0.525692 0.704704 -1.010146 0.5 -2.3 -0.1
S -0.847576 -0.717164 -1.834511 1.0 0.3 -2.0
C -2.114510 -1.682399 -0.838439 0.0 0.4 0.5
C -3.190580 -2.137304 -1.591825 -0.4 0.0 -0.6
C -4.125305 -3.005493 -1.010050 0.5 -0.2 0.3
C -3.973141 -3.394737 0.326572 0.0 0.3 0.0
C -2.924151 -2.878448 1.084680 -0.1 0.3 -0.3
C -2.026947 -1.978453 0.511038 0.9 -0.4 -0.1
O -1.590069 0.138567 -2.740279 0.7 -0.8 1.3
O 0.171834 -1.608831 -2.337672 -1.3 0.3 0.7
S 2.386592 0.711161 -1.675559 0.2 -0.4 -1.3
C 3.441094 -0.503180 -0.766381 -0.1 0.6 0.3
C 3.552817 -0.534169 0.629027 0.3 0.7 0.0
C 4.474676 -1.393047 1.238310 0.5 0.2 -0.5
C 5.309170 -2.177630 0.452034 -0.3 0.1 0.2
C 5.170793 -2.162355 -0.939195 -0.3 0.3 -0.3
C 4.229030 -1.330788 -1.558609 0.0 -0.4 -0.2
O 2.168148 0.250906 -3.026271 0.4 0.4 1.1
O 2.878426 2.032443 -1.415177 -0.5 -0.5 0.0
H -3.325737 -1.813079 -2.623161 0.1 -0.2 0.2
H -4.921863 -3.456151 -1.606998 0.2 0.4 0.1
H -4.693917 -4.065295 0.805631 0.3 0.2 -0.3
H -2.786441 -3.161523 2.124277 -0.1 0.1 -0.2
H -1.182771 -1.615490 1.080919 -0.2 -0.2 0.1
H 2.994651 0.160471 1.254720 0.4 -0.5 -0.3
H 4.513819 -1.456562 2.325364 0.0 0.1 -0.3
H 6.046779 -2.829243 0.928877 -0.3 0.2 -0.2
H 5.796693 -2.801741 -1.557823 -0.1 0.1 0.1
H 4.092141 -1.315418 -2.642725 0.1 -0.1 0.4
Br 1.403190 1.868790 1.348693 0.4 -0.5 0.0
C 0.659876 0.419787 0.244919 -2.4 2.4 2.3
S -1.798066 1.823506 1.201806 2.7 -0.6 -1.5
C -2.074123 3.070552 -0.122845 -0.4 0.4 0.8
C -1.390121 4.286410 -0.040776 -0.1 0.1 -0.5
C -1.555942 5.235484 -1.058800 0.1 -0.2 0.2
C -2.393697 4.956484 -2.140398 -0.2 -0.1 0.1
C -3.109677 3.757230 -2.189142 0.4 0.1 0.3
C -2.938296 2.808679 -1.173511 -0.2 0.1 -0.5
O -2.674742 0.709935 0.867635 -1.8 -0.7 -0.2
O -1.914648 2.445831 2.510375 -0.6 0.8 0.6
H 0.114311 -0.308740 0.858615 0.5 0.6 -0.5
H -0.740683 4.477949 0.809154 -0.1 0.0 -0.1
H -1.036250 6.198310 -1.014309 -0.1 -0.4 0.0
H -2.499920 5.690922 -2.938562 0.0 -0.2 0.2
H -3.799930 3.560987 -3.007504 0.2 0.0 0.1
H -3.492270 1.872046 -1.212231 0.2 0.1 0.2
```
Forces are in eV/Å.

## Properties
Total charge: -1

The calculation returns the following energy above the lowest of the compared OMol25 structures with the same formula, charge and spin values, one per record and in order: 61.1; 130.3; 224.5 kJ/mol.
The calculation returns the following max |F| values, one per record and in order: 1.7; 2.0; 4.1 eV/A.